[1]
11
Properties=species:S:1:pos:R:3 method="wB97M-V/def2-TZVPD" homo_ev=-15.6 energy_ev=-6171.2750 total_charge=+1
N 0.4575 -1.5212 0.4963
H 0.0614 -2.0047 -0.2864
H 0.1856 -2.0120 1.3514
H 1.4564 -1.6390 0.4206
H 0.0821 -0.2930 0.3579
C -0.3892 1.3032 -1.0700
N -0.2566 0.9625 0.3286
O 0.2238 0.7654 -1.9734
H -1.2499 1.9785 -1.2350
H 0.5696 1.3508 0.8086
H -1.1408 1.1094 0.8016

[2]
10
Properties=species:S:1:pos:R:3 method="wB97M-V/def2-TZVPD" homo_ev=-11.4 energy_ev=-23175.3464
C -1.5021 0.0530 0.0214
C -0.4271 0.8549 -0.2448
O 2.8741 -0.2315 -0.0633
O 1.0234 -1.6215 -0.7417
O -1.4367 1.4975 0.0838
O 0.7877 -0.1854 1.3278
O 0.6442 1.0254 -0.7678
S 1.4932 -0.5342 0.0875
H -2.1141 -0.5056 -0.7016
H -1.3425 -0.3527 0.9988

[3]
81
Properties=species:S:1:pos:R:3 method="wB97M-V/def2-TZVPD" spin_multiplicity=4 homo_ev="-19.6 / -19.4" energy_ev=-133703.7174 total_charge=+4
Re -0.3323 -0.9007 0.1868
P -1.8248 -1.0775 1.9203
P 0.3646 -2.9638 -0.0607
P -2.3335 -1.1814 -1.2798
H 0.1356 2.3365 -0.5484
C -0.9007 1.9969 -0.6851
C -1.8001 1.9880 0.3223
H -1.4808 2.1665 1.3406
C -1.4907 -0.4464 3.6644
C -2.2344 -2.7945 2.5047
C -3.5989 -0.4526 1.9901
C 1.4972 -2.8553 -1.4850
C 1.4668 -3.4099 1.3479
C -0.6506 -4.3972 -0.3142
C -3.5916 0.1498 -1.6555
C -3.5476 -2.5368 -0.9089
C -1.9556 -1.6471 -3.0065
H -1.1993 1.7768 -1.7220
H -2.8239 1.6882 0.1487
H -1.1137 0.5869 3.6885
H -0.7815 -1.1119 4.1743
H -2.4346 -0.4715 4.2392
H -1.3163 -3.3619 2.7151
H -2.8422 -3.3408 1.7700
H -2.8132 -2.7059 3.4422
H -3.6438 0.6410 1.9221
H -4.0175 -0.7450 2.9692
H -4.2519 -0.8843 1.2270
H 2.0189 -3.8148 -1.4440
H 2.2029 -2.0152 -1.3942
H 0.9268 -2.7343 -2.4166
H 1.6723 -4.4650 1.1609
H 0.9626 -3.2444 2.3138
H 2.3845 -2.8054 1.3133
H 0.0919 -5.2050 -0.2426
H -1.1090 -4.3555 -1.3090
H -1.4076 -4.4768 0.4746
H -4.2434 -0.2139 -2.4684
H -3.1062 1.0748 -1.9935
H -4.2293 0.3731 -0.7862
H -4.2381 -2.6012 -1.7646
H -4.1370 -2.3596 -0.0013
H -3.0243 -3.4947 -0.8162
H -2.8765 -1.6446 -3.6010
H -1.4825 -2.6317 -3.0344
H -1.2665 -0.9054 -3.4502
C 0.9434 2.2181 -4.3284
C 0.5404 3.4946 -3.8099
C 0.6253 4.6191 -4.6071
C 1.1852 4.5520 -5.8900
C 1.7367 3.3357 -6.3576
C 1.6380 2.1775 -5.5751
Se 0.5270 0.7853 -3.2945
H 1.1381 -1.4495 1.0472
H 0.1363 3.5279 -2.7922
H 0.2539 5.5695 -4.2106
H 1.2118 5.4507 -6.5373
H 2.2328 3.2958 -7.3147
H 2.0745 1.2293 -5.8970
C 4.0780 0.6842 2.5086
N 3.6620 1.4624 1.3150
C 3.2338 2.8154 1.7125
N 2.1436 2.7842 2.7193
C 2.5968 1.9921 3.8920
N 3.0126 0.6309 3.5180
C 1.8977 -0.2047 3.1193
P 1.0475 0.5093 1.5191
C 2.6143 0.7721 0.5438
C 0.8768 2.2849 2.1681
H 4.9635 1.1717 2.9545
H 4.3377 -0.3349 2.1889
H 2.8840 3.3391 0.8112
H 4.0997 3.3452 2.1497
H 1.7697 1.9371 4.6113
H 3.4647 2.5141 4.3300
H 2.2354 -1.2259 2.8975
H 1.1840 -0.2794 3.9508
H 2.3654 1.3551 -0.3547
H 3.0066 -0.2107 0.2409
H 0.5481 2.9600 1.3663
H 0.1104 2.3656 2.9574

[4]
71
Properties=species:S:1:pos:R:3 method="wB97M-V/def2-TZVPD" homo_ev=-2.7 energy_ev=-191704.1672 total_charge=-2
Ce 0.7365 0.7199 -0.0125
S 3.8313 4.8254 0.3530
As 2.6760 3.1690 0.2517
S 3.1684 1.5842 -1.1436
S 0.5442 3.3937 -0.2384
S 2.4460 1.8944 2.0321
N -9.2774 3.1556 -1.2976
C -8.1544 2.9157 -1.2990
C -6.7201 2.5151 -1.2198
C -6.3234 1.5757 -2.2119
C -5.0973 1.0133 -2.1374
C -4.1499 1.4859 -1.2195
C -4.5047 2.4263 -0.2065
C -5.8072 2.9297 -0.2342
C -2.8078 0.9623 -1.1834
C -1.9109 1.6302 -2.0458
C -2.2195 2.6866 -2.9868
C -1.0278 3.0129 -3.5472
C -0.1145 2.1276 -3.0607
N -0.5535 1.3199 -2.1345
C -2.5167 -0.1026 -0.3249
C -3.4362 -0.8839 0.3519
C -2.7849 -1.9296 0.9232
C -1.4264 -1.7893 0.5863
N -1.3256 -0.6964 -0.1618
H -7.0176 1.4024 -3.0620
H -4.7442 0.3010 -2.9070
H -3.7844 2.7968 0.4092
H -6.0173 3.8071 0.3793
H -3.1503 3.1676 -3.2241
H -0.9167 3.8981 -4.1314
H 0.9478 2.1220 -3.1458
H -4.5163 -0.7294 0.3889
H -3.1647 -2.7350 1.4886
H -0.4991 -2.3538 0.7619
S 2.0401 -5.0279 -1.1616
P 2.5945 -3.1151 -0.9385
S 1.3297 -1.7022 -1.6347
C 2.7094 -2.7322 0.8360
C 2.0959 -3.5880 1.7702
C 2.1482 -3.2245 3.1335
C 2.7772 -2.0723 3.5543
C 3.4796 -1.2878 2.5998
C 3.4125 -1.6062 1.2735
C 4.1955 -2.8614 -1.7440
C 4.5964 -1.6085 -2.2249
C 5.8962 -1.4754 -2.6588
C 6.8448 -2.4845 -2.6225
C 6.4181 -3.7788 -2.2189
C 5.0656 -3.9516 -1.7720
H 1.5318 -4.4922 1.4180
H 1.5611 -3.6960 3.9415
H 2.6557 -1.7571 4.5274
H 3.9007 -0.3426 2.9278
H 3.9608 -1.0165 0.5141
H 3.8248 -0.7916 -2.3022
H 6.2035 -0.4815 -3.0013
H 7.8577 -2.3909 -3.0613
H 7.1971 -4.5622 -2.1713
H 4.6888 -4.9309 -1.3983
O -2.4641 2.8910 2.3345
C -1.6656 2.0606 2.6238
C -1.2034 1.9088 4.0723
C -0.4871 0.5268 4.0134
C -0.2389 0.4069 2.5626
O 0.5151 -0.4605 2.1137
N -0.9422 1.2506 1.8049
H -1.9388 1.8575 4.8567
H -0.3457 2.6464 4.2657
H -1.0456 -0.2879 4.3674
H 0.4492 0.5596 4.6093

[5]
9
Properties=species:S:1:pos:R:3 method="wB97M-V/def2-TZVPD" homo_ev=-3.7 energy_ev=-18991.8955 total_charge=-1
C -0.2534 0.3389 -0.3201
N -1.0554 -0.8065 -0.2657
N -1.0566 0.1133 0.8478
O 1.9726 0.8309 0.9249
O 2.0636 -1.2469 -0.2296
S 1.7871 0.1724 -0.3517
H -1.0931 1.4817 -1.4309
H -1.9830 -0.7547 -0.6358
H -0.3816 -0.1290 1.4611

[6]
30
Properties=species:S:1:pos:R:3 method="wB97M-V/def2-TZVPD" spin_multiplicity=3 homo_ev="-8.0 / -13.1" energy_ev=-27154.2141 total_charge=+1
C 1.5790 -1.2032 2.5001
C -0.1033 0.4142 4.4580
C 0.5615 1.2837 3.9188
C -1.2668 0.9057 -0.7497
C 0.1921 1.5515 -0.8823
C -0.5862 -0.5006 1.3959
C 1.7763 0.4311 0.7514
C -0.9908 -0.4970 -0.1602
C 1.1030 0.3901 -0.6673
C 0.8796 -0.4169 1.6196
C 0.1025 -1.2879 -2.2709
N 2.3794 -1.9398 3.0555
N 0.2716 -0.8821 -0.7952
Cl 1.4613 2.5595 3.3332
H -0.7900 -0.2335 4.8536
H 2.7471 -1.8015 3.9203
H -1.9013 1.4240 0.0166
H -1.8598 0.9126 -1.6321
H 0.2293 1.9967 -1.8763
H 0.2539 2.3197 -0.1061
H -1.1347 0.2631 2.0078
H -0.8075 -1.5581 1.8621
H 2.7932 -0.0067 0.7653
H 1.6641 1.4886 0.9040
H -1.8752 -1.2767 -0.2306
H 1.8241 0.3346 -1.4334
H -0.8296 -1.6954 -2.3677
H 0.2015 -0.4495 -2.9858
H 0.8022 -2.0087 -2.6225
H 0.6150 -1.6450 -0.2083